(1)
The following is a quantum chemistry calculation of C15H24N2O6V as an isolated structure, from OMol25.

The geometry in XYZ format:
```
48
Properties=species:S:1:pos:R:3:forces:R:3:lowdin_spin:R:1
V 0.78437 0.73049 -0.15747 0.081 0.239 -0.369 0.927
C 1.98540 1.62148 2.43611 -0.257 -0.147 0.059 0.000
C 3.16051 1.33984 1.53527 0.141 0.013 -0.339 0.000
O 2.76046 1.37860 0.13725 -0.182 0.395 0.150 0.000
C 2.99796 2.61410 -0.60051 0.081 -0.333 0.155 0.000
C 1.84418 3.56024 -0.39816 -0.365 -0.006 -0.039 0.001
O 0.64219 2.76845 -0.59712 -0.035 0.272 -0.053 0.014
C -0.59880 3.41386 -0.20857 0.334 0.004 -0.103 0.001
C -1.68165 2.37022 -0.33886 -0.039 -0.344 0.138 0.000
O -1.23808 1.10045 0.22617 0.169 0.362 0.204 -0.001
C -1.52169 0.81674 1.62383 -0.125 0.098 -0.206 0.000
C -0.40987 1.31899 2.50642 0.300 -0.096 0.057 0.000
O 0.84679 0.88624 1.92286 -0.067 0.161 0.328 0.025
H 1.72453 2.68107 2.46220 0.040 0.056 -0.024 0.000
H 2.20698 1.29460 3.45237 -0.013 0.006 0.048 0.000
H 3.56712 0.34481 1.69479 -0.043 -0.063 0.027 0.000
H 3.95576 2.06166 1.71689 0.040 0.012 -0.001 0.000
H 3.07375 2.30588 -1.64012 0.000 -0.003 -0.059 0.000
H 3.94429 3.05964 -0.29889 0.020 0.023 0.035 0.000
H 1.87598 4.37182 -1.12495 0.001 0.028 -0.016 0.000
H 1.81199 3.98358 0.60698 0.056 0.031 0.037 0.000
H -0.80394 4.25180 -0.87469 0.003 0.043 -0.012 0.000
H -0.48183 3.79054 0.80850 -0.061 0.015 0.056 0.000
H -1.88620 2.15253 -1.38421 -0.001 0.006 -0.050 0.000
H -2.60591 2.69037 0.13942 -0.013 0.030 0.024 0.000
H -1.61527 -0.26467 1.68262 0.029 -0.051 -0.012 0.000
H -2.46753 1.26849 1.92167 -0.054 -0.007 -0.050 0.000
H -0.51487 0.90810 3.51078 0.031 -0.019 0.040 0.000
H -0.39405 2.40751 2.57943 -0.073 0.052 -0.010 0.000
O -4.65751 -2.74321 -2.65816 0.093 -0.163 -0.068 0.000
C -3.71295 -3.79175 -2.70659 -0.012 0.344 0.209 0.000
N -2.62672 -3.28564 -1.87636 -0.093 -0.058 -0.081 0.000
C -1.46674 -3.95002 -1.75682 0.403 -0.033 -0.355 0.000
O -1.21458 -4.99610 -2.31842 -0.138 -0.013 0.163 0.000
C -0.37451 -3.28203 -0.95001 -0.158 -0.050 0.006 -0.001
C 0.58380 -4.07842 -0.33436 0.036 -0.137 0.012 0.008
C 1.61332 -3.48036 0.37035 0.026 -0.031 0.012 0.000
C 1.67230 -2.10271 0.42044 -0.094 0.127 -0.071 0.009
N 0.77741 -1.31515 -0.20310 -0.077 -0.954 -0.053 0.009
C -0.22670 -1.91686 -0.88484 0.150 0.227 0.183 0.007
H -5.44976 -3.00749 -3.13591 -0.043 -0.002 0.003 0.000
H -3.33749 -3.97415 -3.71329 0.036 -0.024 -0.048 0.000
H -4.10285 -4.72096 -2.28973 -0.047 -0.058 0.015 0.000
H -2.85593 -2.49323 -1.30123 -0.062 -0.036 0.059 0.000
H 0.50927 -5.15458 -0.43372 -0.010 0.015 0.015 0.000
H 2.36959 -4.06801 0.87133 -0.015 -0.002 -0.011 0.000
H 2.46110 -1.60006 0.96401 -0.002 0.010 -0.006 0.001
H -0.92362 -1.26666 -1.40363 0.006 0.061 0.004 0.001
```
Forces are in eV/Å.

## Properties
LUMO energy (spin up / spin down) = -6.045 / -6.044 eV
Total charge = +2
E = -56881.5064 eV
E_HOMO (spin up / spin down) = -0.530 / -0.511 Eh
Frontier orbital gap (spin up / spin down) = 8.38 / 7.85 eV
⟨S²⟩ = 0.75
Multiplicity = 2



(2)
The following is a quantum chemistry calculation of a 5-piece molecular cluster, C2H15NO5 overall in a non-equilibrium geometry, from OMol25.

The geometry in XYZ format:
```
23
Properties=species:S:1:pos:R:3:forces:R:3:lowdin_charge:R:1
C 0.25669 0.13341 -1.92645 3.215 -2.237 0.611 -0.105
N -0.40668 -1.19357 -2.08882 -2.162 2.814 -1.165 -0.108
C -1.64883 -1.17295 -1.39695 -0.748 -0.118 1.101 -0.309
O -1.43189 -1.11315 0.04087 0.072 -0.504 0.358 -0.142
H 0.67584 0.16339 -0.84695 0.517 -0.109 -1.942 0.073
H -0.36539 0.98526 -1.77311 -0.761 -0.097 -1.360 0.000
H 1.03462 0.23618 -2.82169 -1.517 0.246 2.351 0.125
H 0.13047 -2.00200 -1.93964 0.935 -0.763 0.350 0.080
H -2.20099 -0.18455 -1.64560 0.732 -1.794 0.315 0.131
H -2.33378 -2.05901 -1.59115 0.940 0.960 -0.176 0.124
H -0.79761 -1.81567 0.38944 -1.160 1.245 -1.153 0.046
O 0.56092 -2.23080 1.41103 0.508 -0.810 1.397 -0.037
H 0.31466 -2.51778 2.30504 -0.915 0.810 0.097 0.076
H 1.24564 -2.89821 1.36390 0.786 -0.173 -1.186 0.059
O 1.98363 1.23078 0.85228 -0.644 0.572 -1.303 -0.043
H 1.99091 0.41975 1.34567 0.439 -0.102 0.707 0.017
H 2.35690 2.00886 1.27229 0.166 -0.499 0.633 0.053
O -1.02605 2.78931 -0.90875 -1.651 -1.894 -1.267 -0.079
H -1.51477 1.99698 -1.32950 0.600 2.382 0.783 0.059
H -0.55742 2.28729 -0.25023 0.688 0.034 0.832 0.001
O 0.54688 2.00308 3.53447 1.295 -2.818 -0.832 -0.073
H 0.19748 1.81755 2.66825 -1.699 1.671 -1.291 -0.002
H 0.98876 1.11584 3.33559 0.363 1.183 2.143 0.056
```
Forces are in eV/Å.

## Properties
LUMO energy = -0.267 eV
E = -14042.4542 eV
E_HOMO = -0.322 Eh
Structure (SMILES) = CNCO.O.O.O.O
Frontier orbital gap = 8.49 eV
Multiplicity = 1



(3)
The following is a quantum chemistry calculation of a 2-piece molecular cluster, C9H22OSi overall in a non-equilibrium geometry, from OMol25.

The geometry in XYZ format:
```
33
Properties=species:S:1:pos:R:3:forces:R:3:lowdin_charge:R:1
C -0.89801 -1.29593 -2.15603 -0.505 -0.050 -0.261 -0.125
C -1.54628 -0.75783 -0.88663 1.426 -0.020 0.629 -0.600
C -2.24230 -1.90820 -0.11931 0.398 -0.453 -1.548 -0.096
C -2.56022 0.31822 -1.31307 -0.550 1.343 3.603 -0.109
Si -0.01329 -0.03357 0.23454 -3.287 1.521 -2.501 0.733
O 0.40631 -0.72799 1.48225 0.999 -1.131 1.656 -0.272
C 0.44657 1.79089 -0.18675 0.751 -2.523 -0.617 -0.646
C -0.65441 2.66925 -0.78703 1.756 -1.032 0.617 -0.084
C 0.99335 2.36156 1.10807 -1.146 0.014 -0.842 -0.083
C 1.56381 1.54903 -1.23577 1.007 1.530 -0.363 -0.116
H -0.39554 -0.46354 -2.68976 -0.039 -0.844 -0.018 0.076
H -0.27284 -2.13121 -1.89051 0.969 -0.057 -0.049 0.071
H -1.64105 -1.79256 -2.80257 -0.081 0.555 -0.101 0.092
H -3.08938 -2.13900 -0.80397 0.049 -0.140 0.899 0.085
H -2.53427 -1.51837 0.82989 -0.652 -0.177 0.730 0.063
H -1.67097 -2.87713 0.01216 -0.249 1.382 -0.104 0.103
H -2.27989 0.78402 -2.20084 0.471 0.759 -1.548 0.040
H -3.55712 -0.05547 -1.43572 -0.528 -0.730 -0.233 0.069
H -2.73434 1.18878 -0.53063 0.472 -1.789 -1.378 0.113
H -0.97988 2.05593 -1.61796 -0.635 1.004 -0.293 0.049
H -1.36840 2.83307 0.01091 -0.567 0.336 -0.401 0.085
H -0.10299 3.57986 -1.05668 -0.651 0.084 -0.292 0.095
H 0.74031 3.37543 0.92335 0.342 1.503 0.780 0.066
H 2.03881 2.23361 1.23064 0.866 -0.238 0.331 0.079
H 0.40435 1.98084 1.92846 0.218 0.102 0.591 0.075
H 1.24929 1.11140 -2.19611 -0.346 0.306 0.255 0.062
H 2.06919 2.57768 -1.49782 -0.594 -1.904 0.496 0.125
H 2.30129 0.82001 -0.85151 0.114 0.643 -0.036 0.078
C 0.85248 -3.68141 3.41041 2.099 0.148 1.108 -0.026
H 1.52698 -3.63766 4.29162 0.082 0.128 -0.833 0.037
H 0.78813 -2.76456 2.90772 -0.053 1.603 -0.398 -0.031
H 1.19456 -4.37393 2.68326 0.200 -1.057 -0.343 0.008
H -0.05026 -3.91111 3.84752 -2.335 -0.814 0.461 -0.016
```
Forces are in eV/Å.

## Properties
LUMO energy = 0.383 eV
E = -19613.7601 eV
E_HOMO = -0.329 Eh
Structure (SMILES) = CC(C)(C)[Si](=O)C(C)(C)C.C
Frontier orbital gap = 9.34 eV
Multiplicity = 1



(4)
The following is a quantum chemistry calculation of C20H53As3CaGeN2Se as an isolated structure in a non-equilibrium geometry, from OMol25.

The geometry in XYZ format:
```
81
Properties=species:S:1:pos:R:3:forces:R:3:lowdin_charge:R:1
Ca -0.21874 -0.22686 -0.15423 -0.535 -1.283 -0.781 0.612
C -2.60933 3.39086 -0.82427 -0.037 -0.230 -0.168 -0.283
As -1.26973 2.29071 0.10905 -0.673 1.998 0.185 1.009
C -2.00866 2.54529 1.90381 0.035 -0.141 0.262 -0.291
C 0.15026 3.67689 0.10986 0.039 0.082 -0.101 -0.336
C 1.56235 3.39545 0.64732 0.000 -0.101 0.004 -0.682
C 2.20940 4.78048 0.88661 -0.078 -0.159 -0.029 -0.046
C 2.46102 2.67143 -0.36321 0.186 0.106 0.018 -0.339
As 1.87896 1.07116 -1.38056 1.591 1.040 -0.780 1.023
C 1.21803 1.95829 -2.98732 -0.017 0.062 -0.191 -0.304
C 3.67406 0.66478 -2.07507 0.044 -0.192 0.008 -0.279
C 1.55770 2.68710 2.00606 -0.025 0.161 0.024 -0.345
As 1.17762 0.74653 2.20756 0.869 0.557 0.994 1.038
C 1.03784 0.88821 4.16606 -0.229 -0.124 -0.010 -0.271
C 2.99388 -0.01180 2.14550 0.018 -0.079 -0.125 -0.289
H -2.75253 4.32928 -0.27926 0.118 -0.181 -0.059 0.047
H -3.56427 2.85627 -0.85703 0.179 0.077 0.018 0.034
H -2.29830 3.61560 -1.84960 -0.001 -0.053 0.185 0.028
H -1.83014 3.57024 2.24060 0.028 -0.131 -0.084 0.047
H -1.57125 1.84285 2.62086 -0.094 0.160 -0.089 -0.004
H -3.08783 2.38152 1.87731 0.100 -0.065 -0.058 0.041
H -0.28379 4.51039 0.68000 0.004 -0.181 -0.144 0.091
H 0.24141 4.01569 -0.93157 -0.110 -0.022 0.178 0.082
H 2.12613 5.40599 -0.00046 -0.001 0.035 -0.076 0.097
H 3.26414 4.67813 1.13061 0.122 -0.036 0.015 0.097
H 1.72742 5.29867 1.71390 -0.083 0.028 0.046 0.097
H 3.38576 2.38048 0.15592 -0.133 0.017 -0.185 0.088
H 2.74680 3.38312 -1.14927 0.019 -0.168 0.089 0.090
H 1.97301 2.65345 -3.36671 -0.080 -0.048 0.192 0.052
H 0.29363 2.49923 -2.77928 0.047 -0.003 -0.052 0.007
H 1.01378 1.20846 -3.75057 -0.018 0.041 0.126 0.006
H 4.17047 1.59587 -2.37423 -0.245 -0.137 0.104 0.048
H 3.60337 0.01310 -2.95012 -0.078 0.076 0.142 0.038
H 4.29526 0.16680 -1.32716 -0.142 0.051 -0.025 0.026
H 0.82219 3.18948 2.64526 0.072 -0.128 0.045 0.083
H 2.53840 2.83723 2.48062 -0.211 -0.134 -0.040 0.093
H 0.04143 1.23058 4.45250 0.080 -0.014 -0.056 0.031
H 1.77558 1.60668 4.53421 -0.056 -0.078 -0.204 0.048
H 1.21793 -0.07238 4.64638 -0.029 0.000 -0.135 0.008
H 3.34087 -0.14992 1.11625 -0.049 0.048 0.149 0.002
H 2.98135 -0.99059 2.63266 -0.066 0.076 -0.067 0.024
H 3.70743 0.61638 2.68470 -0.165 0.043 -0.078 0.047
C -1.46169 -1.72286 -4.92663 -0.013 0.273 0.149 -0.038
C -1.89124 -0.31047 -4.52198 -0.232 -0.164 -0.340 -0.625
C -3.42030 -0.17944 -4.52159 0.276 -0.044 0.113 -0.034
C -1.30478 0.69286 -5.51777 0.003 -0.218 0.271 -0.037
N -1.30373 0.01039 -3.19680 0.113 0.359 0.024 -0.084
N -1.66951 -0.87561 -2.12637 -0.396 -0.085 0.028 -0.087
H -1.67165 -1.87107 -5.98100 -0.037 -0.086 -0.101 0.097
H -1.99750 -2.49687 -4.37861 -0.053 -0.087 0.035 0.078
H -0.38934 -1.84609 -4.77413 0.074 -0.042 -0.032 0.090
H -3.80710 -0.35734 -5.52077 -0.074 -0.035 -0.081 0.097
H -3.71663 0.82592 -4.22302 -0.055 0.100 0.001 0.087
H -3.90420 -0.89731 -3.85922 -0.041 -0.077 0.047 0.074
H -1.72603 0.51416 -6.50347 -0.049 0.033 -0.059 0.097
H -0.22631 0.58030 -5.58786 0.126 0.005 -0.017 0.078
H -1.53423 1.71700 -5.23298 -0.039 0.176 0.037 0.086
H -1.62847 0.94602 -2.93864 0.102 -0.297 0.054 0.091
H -1.34424 -1.80115 -2.41623 -0.123 0.187 0.098 0.075
H -2.69445 -0.95361 -2.04304 0.346 -0.078 -0.070 0.096
C 0.13419 -2.72546 4.78645 0.004 -0.477 -0.326 -0.213
Ge 0.02420 -4.27234 3.55015 0.024 0.224 -0.214 0.816
C 1.45488 -5.60916 3.80585 -0.443 0.390 -0.024 -0.203
C -1.78585 -5.06427 3.56676 0.517 0.136 -0.023 -0.214
C 0.34940 -3.36725 1.74511 -0.032 -0.278 0.492 -0.564
Se -1.24124 -2.46942 1.03968 -0.342 -0.858 0.548 0.755
C -1.89575 -3.90923 -0.09152 0.008 -0.060 -0.024 -0.355
H -0.22713 -2.99514 5.77209 -0.084 -0.034 0.169 0.027
H -0.47138 -1.89899 4.41510 -0.076 0.013 -0.037 0.009
H 1.16505 -2.39447 4.89092 0.122 -0.001 -0.027 0.012
H 1.34528 -6.05341 4.79000 -0.009 -0.068 0.149 0.025
H 2.44496 -5.16821 3.74312 0.078 0.120 -0.021 0.021
H 1.38002 -6.40394 3.06979 -0.055 -0.056 -0.111 0.023
H -2.02175 -5.35373 4.58724 -0.023 -0.026 0.116 0.027
H -1.84111 -5.95936 2.95209 0.044 -0.066 -0.072 0.023
H -2.54309 -4.35773 3.23832 -0.040 0.123 -0.034 0.007
H 0.69447 -4.05662 0.97432 0.016 0.061 -0.022 0.024
H 1.10750 -2.59014 1.88240 0.010 -0.102 -0.009 -0.022
H -2.01536 -4.78176 0.54778 -0.033 0.031 -0.056 0.028
H -1.19433 -4.12598 -0.89636 -0.026 0.038 0.085 0.035
H -2.86448 -3.61936 -0.49288 0.019 0.001 0.037 0.032
```
Forces are in eV/Å.

## Properties
LUMO energy = -5.280 eV
Total charge = +2
E = -347384.2882 eV
E_HOMO = -0.521 Eh
Frontier orbital gap = 8.89 eV
Multiplicity = 1



(5)
The following is a quantum chemistry calculation of a 2-piece molecular cluster, C3H2BrCl3 overall in a non-equilibrium geometry, from OMol25.

The geometry in XYZ format:
```
9
Properties=species:S:1:pos:R:3:forces:R:3:lowdin_charge:R:1
C 0.41124 -0.53947 -0.60999 -0.192 -0.364 0.039 -0.727
C 0.52499 0.15725 0.74485 0.231 0.193 0.073 -0.722
C -0.48447 0.57486 -0.23565 -2.141 -1.315 0.560 -0.896
Cl -0.13279 -2.19308 -0.63765 0.193 0.009 -0.071 0.630
Cl 1.89100 1.20975 1.04636 -0.076 -0.010 -0.010 0.653
Cl -0.73344 2.03891 -0.98297 -0.010 0.126 -0.047 0.761
Br -2.85665 -0.49594 0.42862 2.176 1.180 -0.528 0.088
H 1.15528 -0.35785 -1.37955 -0.067 0.234 0.141 0.110
H 0.22483 -0.39444 1.62598 -0.113 -0.052 -0.156 0.103
```
Forces are in eV/Å.

## Properties
LUMO energy = -2.422 eV
E = -110750.3135 eV
E_HOMO = -0.362 Eh
Frontier orbital gap = 7.43 eV
Multiplicity = 1



What is the multiplicity in the fifth record? 1